Molecular formula: C20H30N2O3
Method: DFT, ωB97M-V with the def2-TZVPD basis set

## Properties
* SMILES string: CCOC(=O)C1(C[C@@H]2CCCCO2)CCN(Cc2cccnc2)CC1
* 2S+1: 1
* total charge: 0
* gap between HOMO and LUMO: 9.0 eV
* LUMO level: 0.764 eV
* E_tot: -30350.0567 eV

Each line ends with the Löwdin charge.
Atoms and positions in Å:
C1 4.4572 0.7831 -0.7021  -0.06
C2 3.2513 1.5755 -1.1847  -0.20
H1 3.1597 1.5258 -2.2721  0.13
H2 3.3345 2.6189 -0.8632  0.12
O1 2.0249 1.0385 -0.6860  -0.02
C3 1.6186 1.4522 0.5159  -0.48
O2 2.2474 2.2256 1.1948  0.12
C4 0.2611 0.8977 0.9373  -0.34
C5 -0.6701 2.1245 1.0576  -0.10
C6 -1.0436 2.6757 -0.3228  -0.16
N1 -1.6839 1.7005 -1.1783  -0.17
C7 -0.8202 0.5493 -1.3581  -0.15
C8 -0.3483 -0.1028 -0.0494  -0.09
H3 0.3694 -0.8847 -0.2890  0.12
H4 -1.1920 -0.5850 0.4468  0.12
H5 -1.3550 -0.1905 -1.9587  0.12
H6 0.0467 0.8853 -1.9317  0.12
C9 -3.0412 1.3576 -0.7936  -0.16
C10 -3.7611 0.6996 -1.9381  -0.20
C11 -4.5693 -0.4146 -1.7572  -0.03
C12 -5.2203 -0.9637 -2.8506  -0.07
C13 -5.0311 -0.3751 -4.0906  -0.16
N2 -4.2581 0.6820 -4.2790  0.06
C14 -3.6446 1.2010 -3.2327  -0.10
H7 -3.0151 2.0593 -3.4238  0.12
H8 -5.5159 -0.7640 -4.9765  0.10
H9 -5.8559 -1.8291 -2.7413  0.10
H10 -4.6887 -0.8480 -0.7730  0.11
H11 -3.5605 2.2914 -0.5495  0.13
H12 -3.0975 0.7033 0.0919  0.12
H13 -1.7090 3.5361 -0.2109  0.12
H14 -0.1391 3.0151 -0.8381  0.13
H15 -0.1718 2.8986 1.6432  0.13
H16 -1.5799 1.8319 1.5854  0.12
C15 0.4088 0.3016 2.3546  -0.06
H17 0.9340 1.0371 2.9675  0.13
H18 -0.5916 0.1617 2.7697  0.13
C16 1.1329 -1.0404 2.5048  -0.32
C17 2.5278 -1.0874 1.8773  -0.14
C18 3.1574 -2.4548 2.1369  -0.19
C19 2.2169 -3.5377 1.6131  -0.17
C20 0.8352 -3.3495 2.2400  -0.21
O3 0.3070 -2.0699 1.9871  -0.12
H19 0.1140 -4.0545 1.8203  0.12
H20 0.9027 -3.5151 3.3283  0.13
H21 2.5939 -4.5325 1.8533  0.11
H22 2.1291 -3.4522 0.5282  0.12
H23 4.1306 -2.5243 1.6473  0.11
H24 3.3091 -2.5910 3.2110  0.12
H25 3.1396 -0.2899 2.3003  0.13
H26 2.4429 -0.9367 0.8018  0.11
H27 1.2501 -1.2156 3.5926  0.16
H28 4.3576 -0.2643 -0.9768  0.08
H29 4.5452 0.8605 0.3784  0.07
H30 5.3582 1.1838 -1.1577  0.08